## one
Computed, not measured: a 2-piece molecular cluster, C4H12S overall, with ωB97M-V/def2-TZVPD.

Values from the calculation:
**Structure (SMILES)**: CSC.CC
**HOMO energy**: -8.54 eV

Cartesian coordinates (Å):
S (0.627, -0.754, -0.395)
H (-2.939, 2.761, -0.574)
H (2.208, 0.922, -0.880)
H (-1.139, 1.556, 1.579)
C (-2.002, 2.158, 1.350)
H (2.012, -2.501, 0.439)
C (2.298, -0.111, -0.597)
H (2.843, -0.251, 0.337)
C (0.999, -2.486, 0.085)
H (-3.244, 1.139, -0.002)
H (2.889, -0.611, -1.370)
H (-2.828, 2.099, 2.050)
H (0.400, -2.643, 0.973)
H (-1.698, 3.206, 1.464)
C (-2.477, 1.911, -0.089)
H (-1.698, 1.509, -0.737)
H (0.884, -3.160, -0.755)

## two
Computed, not measured: a 2-piece molecular cluster, C4H12S overall, with ωB97M-V/def2-TZVPD.

Values from the calculation:
**Structure (SMILES)**: CSC.CC
**HOMO energy**: -8.47 eV

Cartesian coordinates (Å):
C (2.813, -1.176, -0.666)
C (-1.549, 2.029, 0.119)
H (-2.676, -1.756, 0.529)
H (-3.251, -0.620, 1.766)
S (-2.417, 0.479, -0.451)
H (2.791, -2.034, -0.021)
H (1.921, 0.685, 0.082)
H (-1.295, 2.701, -0.720)
H (-0.600, 1.779, 0.637)
H (-2.249, 2.607, 0.800)
H (1.257, 0.031, -1.575)
H (0.766, -0.840, -0.030)
C (1.616, -0.286, -0.535)
H (3.001, -1.526, -1.689)
H (-1.453, -0.758, 1.349)
H (3.771, -0.549, -0.450)
C (-2.446, -0.768, 0.854)

Which one sits at the top of the stability order? one does.

## one
Computed, not measured: a 2-piece molecular cluster, C5H10NO3 overall, with ωB97M-V/def2-TZVPD.

Values from the calculation:
**Total charge**: -1
**HOMO energy**: -4.37 eV

Cartesian coordinates (Å):
C (-1.435, 0.748, 0.955)
H (2.372, 1.800, -2.688)
C (-0.422, -1.698, 1.667)
N (0.247, -1.885, 0.450)
O (0.212, 2.433, -2.464)
H (-0.950, 0.606, 0.015)
H (2.451, -0.049, -2.153)
H (0.165, -1.175, -0.349)
H (-2.489, 0.817, 0.585)
C (0.481, 1.201, -2.204)
C (-1.209, -0.480, 1.921)
C (2.070, 0.984, -1.987)
H (-0.625, -0.075, 2.704)
H (-2.239, -0.799, 2.265)
O (-0.399, -2.636, 2.464)
H (-1.071, 1.609, 1.531)
O (-0.220, 0.229, -2.078)
H (2.374, 1.306, -0.977)
H (0.687, -2.933, 0.341)

## two
Computed, not measured: an isolated ion of composition C5H10NO3 and charge -1, with ωB97M-V/def2-TZVPD.

Values from the calculation:
**Structure (SMILES)**: CC(=[N+]([O-])[O-])C(C)(C)O
**Total charge**: -1
**HOMO energy**: -3.18 eV

Cartesian coordinates (Å):
H (1.532, 1.656, 0.007)
H (1.812, 0.211, -0.974)
H (0.906, -1.782, -0.472)
H (-0.686, -1.065, -1.950)
H (-0.144, 1.125, 1.889)
C (-0.708, 0.384, -0.306)
N (-1.351, 1.510, -0.095)
H (-2.148, -0.080, -2.009)
C (1.760, 0.629, 0.023)
O (-2.296, 1.938, -0.734)
C (0.501, -0.060, 0.594)
H (1.653, -1.931, 1.068)
O (0.318, 0.323, 1.888)
H (2.634, 0.532, 0.742)
C (-1.479, -0.668, -1.321)
O (-0.815, 2.342, 0.805)
C (0.691, -1.634, 0.546)
H (-1.821, -1.458, -0.517)
H (-0.358, -1.971, 0.816)

Which one sits at the top of the stability order? one does.

## one
Computed, not measured: one molecule with the formula C8H7NO5, with ωB97M-V/def2-TZVPD.

Values from the calculation:
**Structure (SMILES)**: O=C(Oc1ccccc1)[C@@H](O)[N+](=O)[O-]
**HOMO energy**: -10.01 eV

Cartesian coordinates (Å):
O (4.485, -0.571, 0.821)
H (2.640, 0.185, -1.553)
C (-3.109, 0.945, -0.093)
O (0.501, -0.060, -0.397)
H (-1.170, -2.306, 0.085)
H (-3.329, -2.320, 0.484)
C (-0.920, -0.102, -0.132)
C (-1.699, 1.063, -0.151)
N (3.595, -0.791, -0.001)
C (-1.545, -1.320, 0.099)
C (1.337, 0.614, 0.244)
H (-4.784, -0.244, 0.226)
O (3.029, -1.843, -0.271)
C (-3.700, -0.293, 0.124)
C (-2.879, -1.360, 0.279)
O (1.327, 1.383, 1.188)
H (4.257, 1.272, 0.430)
C (2.974, 0.382, -0.573)
H (-3.704, 1.891, -0.164)
O (3.738, 1.513, -0.429)
H (-1.044, 1.964, -0.215)

## two
Computed, not measured: one molecule with the formula C8H7NO5, with ωB97M-V/def2-TZVPD.

Values from the calculation:
**HOMO energy (spin up / spin down)**: -8.25 / -8.03 eV

Cartesian coordinates (Å):
H (-0.224, 2.649, 1.091)
O (2.423, -1.508, 0.459)
H (4.188, 0.291, 0.300)
C (1.162, -2.002, 0.183)
C (2.332, -0.151, 0.233)
O (3.344, 0.681, 0.381)
O (-3.523, -1.346, -0.830)
C (0.642, 1.499, -0.736)
C (0.430, -1.067, -0.472)
C (-0.356, 1.917, 0.365)
O (1.034, -3.335, 0.202)
N (-3.253, -0.497, 0.015)
C (-2.139, 0.289, -0.189)
C (1.085, 0.157, -0.323)
H (1.337, 2.297, -0.576)
H (0.317, 1.374, -1.683)
C (-1.542, 1.217, 0.656)
O (-3.931, -0.280, 1.002)
H (-1.946, 1.573, 1.507)
H (0.433, -3.708, -0.395)
H (-1.811, -0.047, -1.191)

Which one sits at the top of the stability order? one does.

## one
Computed, not measured: H4N2OS2 as an isolated structure, with ωB97M-V/def2-TZVPD.

Values from the calculation:
**HOMO energy**: -8.09 eV

Cartesian coordinates (Å):
N (-0.994, -0.116, -0.393)
O (0.162, -0.613, 0.821)
H (1.570, -1.654, -0.280)
H (0.957, 1.061, -0.419)
S (2.184, 0.616, -0.178)
N (1.324, -0.830, 0.301)
H (-1.524, 1.731, 0.599)
S (-2.337, 0.771, 0.265)
H (-1.342, -0.966, -0.716)

## two
Computed, not measured: H4N2OS2 as an isolated structure, with ωB97M-V/def2-TZVPD.

Values from the calculation:
**HOMO energy (spin up / spin down)**: -8.17 / -8.12 eV

Cartesian coordinates (Å):
H (-0.940, 0.222, -1.290)
S (-0.708, -2.034, -0.842)
N (0.952, 1.173, 1.173)
H (0.693, 1.700, -1.116)
H (-0.286, -2.239, 0.391)
S (1.097, 0.667, -0.242)
H (1.537, 0.914, 1.918)
N (-0.842, -0.363, -0.502)
O (-1.502, -0.039, 0.511)

Which one sits at the top of the stability order? one does.

## one
Computed, not measured: a 2-piece molecular cluster, C2H9NO2 overall, with ωB97M-V/def2-TZVPD.

Values from the calculation:
**Structure (SMILES)**: CNCO.O
**HOMO energy**: -9.17 eV

Cartesian coordinates (Å):
H (0.876, 1.505, 1.335)
H (2.003, 0.130, 1.398)
N (-0.010, -0.478, 1.341)
C (-1.377, -0.039, 1.042)
O (1.076, 0.586, -0.428)
H (-1.917, 0.107, 1.991)
C (1.025, 0.474, 1.010)
H (-1.574, 0.879, 0.489)
H (0.090, -1.393, 0.909)
H (-0.330, -0.188, -1.631)
H (-0.467, 0.053, -3.190)
H (-1.862, -0.820, 0.422)
H (1.717, 0.061, -0.913)
O (-0.606, -0.577, -2.474)

## two
Computed, not measured: C2H9NO2 as an isolated structure, with ωB97M-V/def2-TZVPD.

Values from the calculation:
**HOMO energy**: -8.32 eV

Cartesian coordinates (Å):
H (-1.281, 1.866, -0.429)
H (1.617, -0.681, 0.716)
H (-0.590, -0.022, -2.156)
N (-2.562, 0.303, -0.359)
H (-3.080, 0.230, 0.535)
H (0.911, -0.518, 2.342)
C (-0.283, 0.169, -1.135)
O (0.835, -0.200, 1.436)
O (2.428, -0.791, -0.184)
C (-1.317, 0.764, -0.203)
H (-0.002, -0.816, -0.770)
H (3.263, -1.260, -0.237)
H (0.613, 0.786, -1.098)
H (-0.982, 0.935, 0.849)

## three
Computed, not measured: a 2-piece molecular cluster, C2H9NO2 overall, with ωB97M-V/def2-TZVPD.

Values from the calculation:
**Structure (SMILES)**: CNCO.O
**HOMO energy**: -9.56 eV

Cartesian coordinates (Å):
H (1.421, -0.660, 2.021)
N (1.270, -0.417, -0.056)
H (0.864, -2.081, 1.082)
C (0.803, -1.003, 1.189)
H (1.369, 1.327, -1.211)
H (0.971, -0.966, -0.850)
O (-2.326, -0.760, -0.772)
H (1.529, 1.474, 0.549)
H (-1.436, -1.126, -0.716)
O (-0.376, 1.308, -0.161)
H (-0.196, -0.703, 1.525)
C (1.027, 0.967, -0.251)
H (-0.463, 2.080, 0.403)
H (-2.214, -0.002, -0.174)

Which one sits at the top of the stability order? three does.

## one
Computed, not measured: one molecule with the formula C4H5NO2, with ωB97M-V/def2-TZVPD.

Values from the calculation:
**Structure (SMILES)**: C=C=C(CO)N=O
**HOMO energy**: -9.37 eV

Cartesian coordinates (Å):
O (-2.423, 0.810, 0.041)
H (-1.887, -1.052, -0.709)
C (-0.141, 0.008, -0.025)
C (0.900, -0.399, 0.713)
H (1.964, -1.452, 0.255)
H (3.140, -0.058, 0.814)
C (-1.597, -0.329, 0.073)
C (2.174, -0.354, 0.430)
H (-2.098, 1.366, -0.680)
H (-1.742, -0.823, 1.037)
N (0.264, 1.005, -0.925)
O (1.446, 1.277, -1.023)

## two
Computed, not measured: one molecule with the formula C4H5NO2, with ωB97M-V/def2-TZVPD.

Values from the calculation:
**Structure (SMILES)**: O=C[C@H]1CN=CO1
**HOMO energy**: -10.07 eV

Cartesian coordinates (Å):
C (1.494, -0.143, -0.946)
H (-2.014, -1.821, 0.839)
H (1.215, 0.181, 1.153)
O (2.669, 0.118, -0.939)
C (-0.571, 0.991, 0.114)
C (-1.382, -0.968, 0.617)
N (-1.762, 0.232, 0.511)
O (-0.072, -1.275, 0.433)
H (0.970, -0.510, -1.857)
H (-0.442, 1.884, 0.730)
C (0.600, -0.014, 0.269)
H (-0.705, 1.324, -0.924)

Which one sits at the top of the stability order? two does.